A structure of composition C21H27BrCrN5. Source: OMol25; level of theory: ωB97M-V/def2-TZVPD.

Summary:
Multiplicity: 4
Gap between HOMO and LUMO (alpha / beta) in hartree: 0.24088 / 0.23607
Total charge: +2
LUMO energy (alpha / beta) in eV: -6.99 / -7.24
Largest force on an atom in eV Å⁻¹: 0.33

Geometry as XYZ:
```
55
C21H27BrCrN5, DFT ωB97M-V/def2-TZVPD
Br -3.508 -0.629 5.172
Cr 0.177 0.448 -0.311
N 1.877 -0.022 0.838
N 1.889 1.968 -0.954
N 0.452 -1.522 -0.622
N -0.865 2.338 -0.449
N -1.233 0.002 -1.757
C 0.552 -4.231 -0.778
C -2.486 -0.348 3.624
C -2.216 2.054 -1.005
C 1.324 3.320 -0.741
C -1.613 0.727 3.560
C 2.735 1.097 1.202
C -2.125 1.086 -2.177
C -0.105 3.341 -1.224
C 3.335 -1.805 1.742
C -1.847 -1.005 1.409
C -0.346 -3.528 -1.576
C -1.331 -1.212 -2.151
C -2.323 -1.720 -3.139
C -2.607 -1.220 2.552
C 1.395 -3.559 0.098
C -0.863 0.927 2.407
C -0.967 0.074 1.307
C 1.317 -2.176 0.152
C -0.374 -2.149 -1.462
C 2.188 -1.253 0.966
C 3.107 1.736 -0.135
H -3.268 -1.938 -2.634
H -1.520 1.398 4.403
H 2.092 -4.104 0.718
H -0.173 1.770 2.405
H -1.002 2.685 0.496
H -1.712 1.554 -3.074
H -3.291 -2.056 2.611
H -1.007 -4.051 -2.252
H -2.711 2.978 -1.308
H 0.592 -5.310 -0.838
H -1.972 -1.704 0.587
H -0.550 4.334 -1.125
H -1.982 -2.634 -3.617
H 3.081 -2.776 2.163
H -0.150 3.070 -2.281
H 3.659 2.665 0.022
H 2.169 1.779 1.837
H 3.632 0.797 1.742
H -3.119 0.713 -2.425
H 4.202 -1.943 1.090
H 2.150 1.886 -1.931
H 3.615 -1.149 2.563
H 3.760 1.058 -0.685
H -2.517 -0.977 -3.911
H -2.798 1.599 -0.205
H 1.353 3.530 0.332
H 1.926 4.088 -1.232
```

A structure of composition C21H27BrN4O5RuS6 at a distorted geometry. Source: OMol25; level of theory: ωB97M-V/def2-TZVPD.

Summary:
Multiplicity: 2
Gap between HOMO and LUMO (alpha / beta) in hartree: 0.15761 / 0.13895
Total charge: +1
LUMO energy (alpha / beta) in eV: -5.29 / -5.80
Largest force on an atom in eV Å⁻¹: 3.09

Geometry as XYZ:
```
65
C21H27BrN4O5RuS6, DFT ωB97M-V/def2-TZVPD
Ru 1.003 -1.163 -0.585
Br 3.493 5.900 1.444
S -0.039 -1.038 1.986
S 1.430 -0.155 -3.687
S 2.558 -2.852 -1.803
S 1.562 0.785 -1.843
S 0.419 -3.865 0.584
S -0.711 -2.106 -2.281
O -0.391 1.405 0.558
O 2.258 -1.345 -3.505
O 1.917 0.786 -4.638
O 2.185 0.803 1.020
O 0.007 -0.455 -3.766
N -0.790 -2.697 3.876
N 1.289 -1.764 4.146
N -1.856 5.282 0.496
N -2.358 3.113 0.517
C 0.183 -1.913 3.417
C -5.802 4.308 -0.010
C 0.473 2.403 0.802
C -3.185 5.157 0.290
C 1.847 2.131 0.998
C -5.481 5.675 -0.045
C 0.016 3.734 0.821
C -4.189 6.120 0.105
C 1.493 -3.861 -2.906
C 0.195 -3.228 -3.396
C -0.886 -4.448 -0.570
C 2.266 4.484 1.177
C -1.644 -3.334 -1.260
C 3.542 0.450 0.785
C 2.982 -4.128 -0.510
C 2.740 3.172 1.161
C -3.532 3.772 0.308
C -1.376 4.053 0.615
C 0.929 4.771 1.021
C 1.856 -4.911 0.139
C -4.834 3.335 0.166
H -5.073 2.284 0.196
H -0.740 -3.144 4.778
H 2.129 -4.049 -3.771
H 3.529 -0.635 0.589
H 1.988 -1.103 3.849
H -0.515 -4.014 -3.662
H -3.939 7.168 0.074
H 0.551 5.779 1.019
H -1.588 -5.023 0.036
H -2.198 2.121 0.573
H -2.152 -2.696 -0.535
H 3.500 -3.526 0.240
H 0.115 0.609 0.280
H 3.697 -4.821 -0.956
H -0.421 -5.124 -1.282
H 1.386 -2.187 5.056
H 0.390 -2.602 -4.265
H 3.928 0.971 -0.096
H -1.639 -2.783 3.345
H 1.313 -4.801 -2.392
H 3.796 2.985 1.271
H 1.496 -5.729 -0.482
H 4.166 0.660 1.660
H -6.831 4.008 -0.127
H -6.280 6.387 -0.186
H -2.392 -3.778 -1.919
H 2.216 -5.333 1.078
```

A structure of composition C21H27Cl3N3O8RuSSi. Source: OMol25; level of theory: ωB97M-V/def2-TZVPD.

Summary:
Gap between HOMO and LUMO in hartree: 0.29074
Total charge: -1
LUMO energy in eV: 2.31
Relative energy (zero: lowest compared OMol25 entry of this formula, charge and spin) in kcal/mol: 1.6
Largest force on an atom in eV Å⁻¹: 0.51

Geometry as XYZ:
```
65
C21H27Cl3N3O8RuSSi, DFT ωB97M-V/def2-TZVPD
Ru -0.190 -0.017 -0.271
Cl -0.084 -0.633 3.486
Cl 0.967 -3.059 1.593
Cl 2.735 -0.303 1.852
S -3.125 5.884 2.120
Si 0.762 -0.973 1.600
O 0.387 -2.527 -3.535
O -1.323 -0.002 -6.743
O -3.968 5.452 1.044
O 0.429 -1.627 -1.488
O -0.399 -1.834 -5.869
O -0.432 1.652 1.029
O -3.352 7.126 2.804
O 0.875 2.842 -0.343
N -1.306 1.314 -4.316
N -1.608 5.975 1.532
N -0.636 0.693 -2.337
C -0.427 -0.339 -3.219
C -1.049 4.874 0.745
C -2.715 3.905 5.587
C -1.582 3.004 -2.493
C -2.746 4.908 4.637
C 0.177 -1.606 -2.725
C -2.322 -2.665 -0.900
C -3.003 1.513 6.303
C -4.093 -1.055 -0.167
C -0.837 0.033 -4.464
C -2.860 -2.420 1.531
C -0.870 -0.614 -5.797
C -3.058 2.593 5.258
C -2.736 -1.682 0.188
C 0.163 2.718 0.659
C -0.120 3.945 1.523
C -3.133 4.603 3.337
C -3.479 3.308 2.987
C -1.778 -0.539 0.404
C -1.170 1.684 -3.026
C -3.434 2.311 3.950
H -1.676 1.855 -5.081
H -3.692 1.295 3.677
H -0.981 6.434 2.179
H -0.574 3.647 2.468
H -2.500 5.929 4.897
H -3.100 -1.729 2.343
H -1.892 4.319 0.334
H -1.973 1.189 6.463
H -3.779 3.089 1.971
H -1.930 -2.928 1.783
H -3.039 -3.489 -0.945
H -2.307 -2.183 -1.880
H -2.178 0.165 1.155
H -3.580 0.640 6.002
H -4.844 -1.838 -0.291
H 0.828 4.450 1.716
H -2.426 4.140 6.604
H -3.391 1.874 7.257
H -0.864 3.297 -1.731
H -2.577 2.945 -2.048
H -4.434 -0.376 0.619
H -0.060 -2.160 -4.955
H -1.601 3.754 -3.284
H -0.510 5.303 -0.101
H -3.657 -3.165 1.464
H -4.031 -0.493 -1.102
H -1.332 -3.073 -0.706
```